a) The following is a quantum chemistry calculation of an isolated molecule of C3H4N2O, from the Open Molecules 2025 dataset.

Values from the calculation:
spin multiplicity	1
orbital gap	8.85	eV
HOMO level	-8.83	eV
total charge	0

Positions of all 10 atoms, in Å:
N1 1.999 0.055 -0.355
C1 0.687 -0.192 -0.097
N2 -0.079 0.934 -0.067
C2 -1.309 0.567 0.229
C3 -1.735 -0.679 0.566
O1 0.162 -1.334 0.103
H1 2.260 1.032 -0.401
H2 2.737 -0.630 -0.332
H3 -2.101 1.314 0.311
H4 -2.599 -1.121 0.043

Here are the Mulliken charges for atoms 1 to 5, given in e: number 1, N, carries -0.365; number 2, C, carries 0.674; number 3, N, carries -0.641; number 4, C, carries 0.060; number 5, C, carries -0.293


b) The following is a quantum chemistry calculation of an isolated molecule of C3H4N2O, from the Open Molecules 2025 dataset.

Values from the calculation:
spin multiplicity	1
orbital gap	11.17	eV
HOMO level	-10.51	eV
total charge	0

Positions of all 10 atoms, in Å:
N1 0.600 -1.365 -0.020
C1 0.775 0.000 -0.083
O1 1.626 0.548 -0.742
C2 -0.283 0.823 0.708
C3 -1.325 0.747 -0.312
N2 -1.878 0.446 -1.282
H1 1.240 -1.875 -0.614
H2 -0.345 -1.734 -0.047
H3 -0.602 0.393 1.666
H4 0.063 1.847 0.886

Here are the Mulliken charges for atoms 1 to 5, given in e: number 1, N, carries -0.472; number 2, C, carries 0.532; number 3, O, carries -0.548; number 4, C, carries -0.369; number 5, C, carries 0.238


c) The following is a quantum chemistry calculation of an isolated molecule of C3H4N2O, from the Open Molecules 2025 dataset.

Values from the calculation:
spin multiplicity	1
orbital gap	10.78	eV
HOMO level	-9.89	eV
total charge	0

Positions of all 10 atoms, in Å:
N1 -1.016 1.198 1.051
C1 -0.057 0.477 0.622
C2 -0.295 0.028 -0.760
C3 0.596 -1.176 -0.749
N2 1.346 -1.240 0.292
O1 0.974 -0.190 1.192
H1 -1.024 1.677 1.925
H2 -1.380 0.373 -0.497
H3 0.009 0.724 -1.546
H4 0.832 -1.882 -1.541

Here are the Mulliken charges for atoms 1 to 5, given in e: number 1, N, carries -0.554; number 2, C, carries 0.371; number 3, C, carries -0.241; number 4, C, carries -0.309; number 5, N, carries -0.258


Order of stability, best first: b), a), c)


a) The following is a quantum chemistry calculation of an isolated molecule of C3H4N2O, from the Open Molecules 2025 dataset.

Values from the calculation:
spin multiplicity	1
orbital gap	10.54	eV
HOMO level	-9.75	eV
total charge	0

Positions of all 10 atoms, in Å:
C1 -0.867 0.028 0.021
C2 0.124 -1.178 -0.018
C3 1.376 0.616 -0.044
H1 -0.077 -1.722 0.950
H2 -0.086 -1.794 -0.883
H3 2.224 1.346 -0.104
H4 -0.251 2.086 -0.206
N1 1.484 -0.677 0.014
N2 0.051 1.135 0.091
O1 -2.044 0.011 -0.030

Here are the Mulliken charges for atoms 1 to 5, given in e: number 1, C, carries 0.293; number 2, C, carries -0.251; number 3, C, carries -0.022; number 4, H, carries 0.239; number 5, H, carries 0.300


b) The following is a quantum chemistry calculation of an isolated molecule of C3H4N2O, from the Open Molecules 2025 dataset.

Values from the calculation:
spin multiplicity	1
orbital gap	9.46	eV
HOMO level	-10.14	eV
total charge	0

Positions of all 10 atoms, in Å:
C1 -1.109 0.580 -1.792
C2 0.224 -0.358 0.599
C3 1.064 -0.365 1.787
H1 -1.659 0.618 -2.735
H2 -1.642 1.126 -0.901
H3 -0.614 -1.072 0.561
H4 0.918 -1.132 2.610
N1 0.045 0.002 -1.629
N2 0.702 0.267 -0.449
O1 2.071 0.334 1.950

Here are the Mulliken charges for atoms 1 to 5, given in e: number 1, C, carries -0.229; number 2, C, carries 0.057; number 3, C, carries -0.099; number 4, H, carries 0.289; number 5, H, carries 0.228


Order of stability, best first: a), b)


a) The following is a quantum chemistry calculation of an isolated molecule of C3H4N2O, from the Open Molecules 2025 dataset.

Values from the calculation:
spin multiplicity	1
orbital gap	9.90	eV
HOMO level	-9.20	eV
total charge	0

Positions of all 10 atoms, in Å:
C1 -0.067 0.868 -0.091
C2 1.225 0.402 -0.019
C3 1.073 -0.986 -0.022
H1 -2.474 0.543 0.197
H2 -0.449 1.857 0.061
H3 2.081 1.036 -0.037
H4 1.824 -1.741 0.092
N1 -0.832 -0.239 -0.100
N2 -0.183 -1.382 -0.058
O1 -2.199 -0.359 -0.024

Here are the Mulliken charges for atoms 1 to 5, given in e: number 1, C, carries -0.116; number 2, C, carries -0.602; number 3, C, carries -0.259; number 4, H, carries 0.369; number 5, H, carries 0.337


b) The following is a quantum chemistry calculation of an isolated molecule of C3H4N2O, from the Open Molecules 2025 dataset.

Values from the calculation:
spin multiplicity	1
orbital gap	10.73	eV
HOMO level	-10.05	eV
total charge	0

Positions of all 10 atoms, in Å:
O1 -1.924 0.197 0.293
C1 -0.730 -0.317 -0.106
C2 0.476 0.413 0.395
C3 1.752 0.334 -0.285
N1 1.699 -0.424 0.707
N2 -0.634 -1.343 -0.836
H1 -1.784 0.969 0.857
H2 0.280 1.236 1.087
H3 2.431 0.641 -1.070
H4 -1.566 -1.705 -1.042

Here are the Mulliken charges for atoms 1 to 5, given in e: number 1, O, carries -0.499; number 2, C, carries 0.518; number 3, C, carries 0.205; number 4, C, carries -0.344; number 5, N, carries -0.427


Order of stability, best first: b), a)


a) The following is a quantum chemistry calculation of an isolated molecule of C3H4N2O, from the Open Molecules 2025 dataset.

Values from the calculation:
spin multiplicity	1
orbital gap	8.25	eV
HOMO level	-8.91	eV
total charge	0

Positions of all 10 atoms, in Å:
O1 0.982 -1.186 -1.247
C1 0.193 -0.641 -0.250
C2 -1.155 -0.089 -0.506
C3 -1.136 0.997 0.389
N1 0.059 1.243 0.982
N2 0.897 0.370 0.544
H1 0.402 -1.278 -2.016
H2 -0.111 -1.398 0.512
H3 -1.943 1.682 0.621
H4 1.811 0.299 0.972

Here are the Mulliken charges for atoms 1 to 5, given in e: number 1, O, carries -0.490; number 2, C, carries 0.434; number 3, C, carries -0.728; number 4, C, carries -0.193; number 5, N, carries -0.466


b) The following is a quantum chemistry calculation of an isolated molecule of C3H4N2O, from the Open Molecules 2025 dataset.

Values from the calculation:
spin multiplicity	1
orbital gap	9.76	eV
HOMO level	-8.91	eV
total charge	0

Positions of all 10 atoms, in Å:
N1 1.844 0.004 -0.171
C1 0.473 0.212 -0.162
C2 -0.415 1.126 0.299
N2 -1.654 0.512 0.441
C3 -1.520 -0.661 -0.070
O1 -0.296 -0.949 -0.525
H1 2.040 -0.692 -0.882
H2 2.187 -0.340 0.732
H3 -0.358 2.199 0.448
H4 -2.301 -1.411 -0.109

Here are the Mulliken charges for atoms 1 to 5, given in e: number 1, N, carries -0.616; number 2, C, carries 0.385; number 3, C, carries -0.335; number 4, N, carries -0.503; number 5, C, carries 0.071


c) The following is a quantum chemistry calculation of an isolated molecule of C3H4N2O, from the Open Molecules 2025 dataset.

Values from the calculation:
spin multiplicity	1
orbital gap	9.48	eV
HOMO level	-8.96	eV
total charge	0

Positions of all 10 atoms, in Å:
N1 1.624 -0.049 -0.164
C1 0.534 0.475 -0.644
C2 -0.364 1.133 0.284
N2 -1.342 0.380 0.637
C3 -1.381 -0.838 -0.080
O1 -1.055 -1.921 0.343
H1 2.106 -0.763 -0.693
H2 1.992 0.106 0.770
H3 -0.288 2.167 0.632
H4 -1.825 -0.689 -1.085

Here are the Mulliken charges for atoms 1 to 5, given in e: number 1, N, carries -0.233; number 2, C, carries -0.388; number 3, C, carries 0.082; number 4, N, carries -0.424; number 5, C, carries 0.184


d) The following is a quantum chemistry calculation of a structure of composition C3H4N2O, from the Open Molecules 2025 dataset.

Values from the calculation:
spin multiplicity	1
orbital gap (alpha / beta)	8.20 / 8.20	eV
HOMO level (alpha / beta)	-8.90 / -8.90	eV
total charge	0

Positions of all 10 atoms, in Å:
N1 1.461 0.636 0.016
C1 1.314 -0.584 0.264
O1 0.078 -1.189 0.107
C2 -0.815 -0.702 -0.747
C3 -2.005 0.553 0.207
N2 -3.085 0.467 0.633
H1 2.417 0.932 0.198
H2 2.029 -1.309 0.647
H3 -0.292 0.014 -1.408
H4 -1.102 1.182 0.081

Here are the Mulliken charges for atoms 1 to 5, given in e: number 1, N, carries -0.530; number 2, C, carries 0.167; number 3, O, carries -0.231; number 4, C, carries -0.401; number 5, C, carries 0.212


Order of stability, best first: b), c), a), d)